Below is a 2-piece molecular cluster, CF3N2O3 overall, with properties calculated with the ωB97M-V functional and the def2-TZVPD basis.

The energy above the lowest of the compared OMol25 structures with the same formula, charge and spin comes out at 187.8 kJ/mol. Its total energy is -18307.16246 eV. The calculation puts the LUMO energy (spin up / spin down) at 3.84 / 3.84 eV. The calculation puts the highest occupied orbital energy (spin up / spin down) at -0.1445 / -0.1454 Eh. Its charge is -1.

XYZ file:
```
9
Properties=species:S:1:pos:R:3:forces:R:3
F -2.140 -1.495 -0.415 -0.48 -0.96 -0.11
F -0.664 -0.409 -1.629 -1.03 -0.04 1.38
F -2.218 0.621 -0.450 0.00 0.52 0.06
O 0.922 1.595 0.193 -0.45 0.50 0.50
O 2.865 0.640 0.350 0.50 0.55 0.46
O -0.143 -0.620 1.099 -0.52 1.31 -1.86
N 1.146 -0.570 0.796 -1.15 -1.51 0.50
N 1.640 0.653 0.518 -0.21 -0.45 -1.40
C -1.408 -0.414 -0.461 3.34 0.07 0.47
```
Positions in Å, forces in eV/Å.

---

Below is a 2-piece molecular cluster, CH2N2O overall, with properties calculated with the ωB97M-V functional and the def2-TZVPD basis.

The energy above the lowest of the compared OMol25 structures with the same formula, charge and spin comes out at 372.2 kJ/mol. Its total energy is -6093.15448 eV. The calculation puts the LUMO energy at -0.08 eV. The calculation puts the highest occupied orbital energy at -0.3889 Eh.

XYZ file:
```
6
Properties=species:S:1:pos:R:3:forces:R:3
O -1.661 0.709 -0.251 -0.49 0.18 -0.99
N 0.344 -0.020 0.778 3.70 2.85 2.39
N 0.502 -0.504 -0.662 -1.03 0.90 -0.95
C -0.583 0.240 -0.167 0.33 0.19 0.52
H 1.191 1.052 1.087 -3.05 -4.05 -1.61
H 0.207 -1.477 -0.786 0.53 -0.08 0.64
```
Positions in Å, forces in eV/Å.

---

Below is C11H15N3NiOS2 as an isolated structure, with properties calculated with the ωB97M-V functional and the def2-TZVPD basis.

The energy above the lowest of the compared OMol25 structures with the same formula, charge and spin comes out at 0.0 kJ/mol. Its total energy is -80882.04923 eV. The calculation puts the LUMO energy at -0.94 eV. The calculation puts the highest occupied orbital energy at -0.2968 Eh.

XYZ file:
```
33
Properties=species:S:1:pos:R:3:forces:R:3
Ni 0.812 -0.366 0.348 -0.02 0.07 0.03
S 2.678 3.020 -2.175 -0.02 0.00 -0.01
S 1.020 1.789 0.043 -0.03 -0.05 -0.01
O -0.292 -0.415 1.771 0.09 0.00 -0.03
N 0.848 -2.312 0.299 -0.01 0.00 0.01
N 2.448 0.499 -1.848 -0.02 -0.02 -0.01
N 1.935 -0.549 -1.151 -0.02 0.01 -0.02
C -0.558 0.674 2.613 -0.06 -0.01 0.01
C 1.105 -5.024 -0.044 0.00 0.00 0.00
C 2.215 -1.745 -1.518 0.01 -0.01 0.00
C 0.223 -3.138 1.124 -0.01 0.00 0.00
C 1.758 -4.153 -0.907 0.00 -0.01 0.00
C -1.766 0.316 3.469 0.00 0.01 -0.01
C 0.642 1.016 3.488 0.00 0.00 0.00
C 1.605 -2.794 -0.704 0.00 0.00 0.00
C 2.045 1.633 -1.333 0.07 0.01 0.03
C 1.951 4.398 -1.276 0.01 0.00 0.01
C 0.329 -4.515 0.983 0.00 0.00 0.00
H 0.866 4.380 -1.341 0.00 0.00 0.00
H 1.509 1.266 2.875 0.00 0.00 0.00
H 0.898 0.155 4.112 0.00 0.00 -0.01
H -1.535 -0.555 4.087 0.00 0.00 0.00
H 2.371 -4.516 -1.720 0.00 0.00 0.00
H -2.618 0.070 2.834 0.00 0.00 0.00
H 2.330 5.293 -1.767 0.00 0.00 0.00
H -0.191 -5.167 1.669 0.00 0.00 0.00
H -0.824 1.565 2.022 0.01 0.00 0.00
H 0.427 1.866 4.141 0.00 0.00 0.00
H 2.262 4.395 -0.234 0.00 0.00 0.00
H -0.361 -2.644 1.893 0.01 0.00 0.00
H 2.855 -1.940 -2.371 0.00 0.00 0.00
H -2.046 1.142 4.126 0.00 0.00 0.00
H 1.205 -6.094 -0.176 0.00 0.00 0.00
```
Positions in Å, forces in eV/Å.

---

Below is C31H23BeClN7OS as an isolated structure, with properties calculated with the ωB97M-V functional and the def2-TZVPD basis.

The energy above the lowest of the compared OMol25 structures with the same formula, charge and spin comes out at 24.4 kJ/mol. Its total energy is -68756.66926 eV. The calculation puts the LUMO energy at -3.49 eV. The calculation puts the highest occupied orbital energy at -0.3869 Eh. Its charge is +1.

XYZ file:
```
65
Properties=species:S:1:pos:R:3:forces:R:3
Cl -5.905 -2.086 -0.402 -0.11 -0.02 0.02
S 2.956 0.516 1.350 -0.08 -0.10 0.17
O -0.250 -2.249 -1.899 0.12 -0.26 -0.15
N 2.467 -2.123 -0.704 -0.05 -0.09 0.06
N 3.552 2.498 -0.308 0.19 0.07 -0.22
N 1.628 2.761 1.008 0.19 -0.01 -0.30
N -2.664 3.589 3.309 0.04 0.10 0.21
N 0.491 0.086 -1.176 0.08 0.06 -0.01
N 0.309 -2.221 0.623 -0.30 0.15 -0.15
N -2.024 2.429 1.336 0.07 -0.07 -0.10
C -3.847 -2.238 -2.161 0.09 -0.02 0.07
C -1.783 3.049 2.486 -0.04 -0.02 -0.14
C -3.311 2.323 0.975 -0.01 0.12 0.30
C -0.984 1.796 -2.774 -0.01 -0.15 0.13
C 1.422 -2.614 1.365 0.35 -0.25 0.52
C -4.230 -2.221 -0.812 0.11 0.03 0.03
C -2.519 -2.289 -2.503 0.06 0.06 -0.04
C -1.540 1.283 -1.603 0.21 0.14 -0.06
C 1.486 -3.042 2.666 -0.14 0.14 -0.26
C 1.016 0.597 -2.294 0.05 0.23 -0.04
C -3.941 3.482 2.955 0.03 -0.09 -0.10
C 1.356 3.957 0.454 0.01 0.11 -0.12
C 3.544 -2.048 -1.456 -0.09 0.06 -0.01
C -1.912 -2.307 -0.156 -0.09 -0.01 -0.31
C 2.195 4.469 -0.485 -0.06 0.08 0.08
C -3.282 -2.291 0.171 0.00 0.03 0.04
C 2.600 -2.587 0.575 0.13 -0.18 0.21
C -0.935 -2.453 0.878 0.17 -0.14 -0.06
C -3.709 1.704 -0.293 -0.03 0.00 -0.19
C -2.991 1.359 -1.362 -0.12 0.06 0.08
C 3.850 -3.499 2.438 -0.01 0.01 0.10
C 2.711 -3.486 3.195 0.18 -0.07 0.01
C 4.950 -2.958 0.257 -0.12 0.10 -0.18
C -4.320 2.841 1.789 0.12 0.00 0.01
C 0.331 1.496 -3.090 0.06 0.02 0.00
C 2.718 1.989 0.635 -0.13 -0.06 0.21
C -0.724 0.495 -0.803 -0.04 0.07 0.13
C 3.824 -3.031 1.105 -0.16 0.11 -0.15
C 4.807 -2.458 -1.012 0.17 -0.07 0.19
C 3.313 3.676 -0.820 -0.10 -0.09 0.11
C -1.501 -2.278 -1.525 -0.21 -0.10 0.14
Be 0.807 -1.685 -0.895 -0.26 0.37 -0.06
H 4.039 4.034 -1.543 -0.04 0.02 -0.03
H 2.743 -3.835 4.218 0.00 0.02 0.02
H 0.461 4.458 0.792 -0.04 0.01 0.06
H 4.784 -3.856 2.851 0.00 0.02 0.02
H 3.420 -1.646 -2.453 -0.02 -0.07 -0.04
H -1.257 -2.834 1.847 0.07 0.01 0.03
H 0.604 -3.037 3.292 -0.02 -0.03 0.00
H -3.576 -2.304 1.213 -0.04 -0.02 0.00
H -1.585 2.404 -3.437 0.00 0.02 0.00
H 2.014 0.267 -2.551 0.02 -0.03 -0.03
H 5.655 -2.370 -1.675 -0.01 -0.01 -0.02
H -1.093 0.135 0.145 0.00 -0.09 -0.04
H 5.915 -3.289 0.619 0.02 0.01 0.00
H 1.017 2.362 1.706 0.00 -0.06 -0.04
H 0.799 1.904 -3.975 0.02 -0.03 0.00
H -5.360 2.758 1.507 -0.02 0.00 0.00
H -3.554 1.025 -2.229 -0.08 0.01 0.04
H 2.024 5.436 -0.929 -0.03 0.00 -0.02
H -4.666 3.924 3.628 -0.04 -0.02 -0.03
H -0.743 3.139 2.793 -0.02 -0.04 -0.01
H -2.213 -2.298 -3.541 0.00 -0.02 -0.01
H -4.784 1.596 -0.386 0.00 0.01 -0.06
H -4.606 -2.207 -2.930 -0.02 -0.01 0.01
```
Positions in Å, forces in eV/Å.

---

Below is C10H7IN4O2S2Ta as an isolated structure, with properties calculated with the ωB97M-V functional and the def2-TZVPD basis.

The energy above the lowest of the compared OMol25 structures with the same formula, charge and spin comes out at 18.1 kJ/mol. Its total energy is -51854.28797 eV. The calculation puts the LUMO energy at -5.75 eV. The calculation puts the highest occupied orbital energy at -0.4653 Eh. Its charge is +1.

XYZ file:
```
27
Properties=species:S:1:pos:R:3:forces:R:3
Ta -1.297 -1.011 -0.227 -0.44 -1.47 -0.96
I -1.276 1.023 -2.322 0.34 0.79 -0.09
S -0.751 0.850 1.061 0.47 -0.31 1.11
S 0.812 -2.120 0.053 -0.95 1.26 -0.06
O -2.384 -2.509 0.383 0.55 1.26 0.88
O -3.472 -3.097 2.308 0.36 -0.19 0.17
N -3.582 -0.943 1.590 -0.43 -0.31 0.15
N -3.664 -0.310 0.315 0.79 -0.32 -0.46
N 4.551 4.014 0.458 -1.83 -2.17 -0.26
N 6.136 1.052 -0.895 1.39 0.00 -0.28
C 1.659 -0.527 0.191 -0.48 0.52 0.23
C 5.082 0.817 -0.539 -1.68 0.02 -0.11
C 3.023 -0.502 -0.158 -0.73 0.38 -1.29
C 1.704 1.868 0.694 -0.32 -0.38 -1.10
C 3.681 0.725 -0.214 -0.09 -0.31 1.53
C -3.147 -2.281 1.522 -0.30 -0.24 -1.02
C 0.976 0.683 0.598 0.88 -1.08 -0.03
C -2.086 -0.963 -2.243 0.23 -0.12 -2.08
C 3.839 3.087 0.366 1.24 1.83 0.35
C 3.034 1.877 0.292 0.69 0.76 -0.15
H -3.144 -0.816 -2.507 0.21 -0.32 0.51
H -4.365 -0.692 -0.307 -0.24 -0.84 -0.01
H 1.108 2.753 0.893 0.65 0.19 0.33
H -3.930 0.659 0.319 0.42 0.72 0.97
H -4.396 -0.972 2.207 -0.09 0.68 -0.35
H -1.610 -1.297 -3.209 -0.40 -0.56 1.36
H 3.501 -1.371 -0.630 -0.24 0.24 0.66
```
Positions in Å, forces in eV/Å.